Record 1
Formula: CH7N2S
Source: OMol25
Level of theory: ωB97M-V/def2-TZVPD

Maximum force in eV/A: 3.5
Energy relative to the best compared isomer or geometry (same formula, charge and spin) in kcal/mol: 5.96
LUMO energy in eV: -3.928
Total charge: +1

Each line ends with the Löwdin charge.
Element x y z (Å)
1 C 0.12557 -1.49440 0.90640  -0.14
2 N 0.14834 -0.26044 1.42501  0.21
3 N -0.21677 -1.75790 -0.30909  0.22
4 S 0.28423 2.65403 -0.97591  0.53
5 H 0.60772 -2.29656 1.49786  0.18
6 H 0.39238 0.12088 2.31148  0.14
7 H -0.18451 0.41758 0.80918  0.03
8 H -0.58582 -1.01650 -0.83959  0.12
9 H 1.32093 3.37970 -0.69399  -0.23
10 H -0.27290 -2.61600 -0.80083  0.14
11 H 0.61755 2.33989 -2.22605  -0.20

Force components x, y, z for each atom (eV/Å):
C 2.28 0.13 2.71
N -0.60 -2.18 -1.53
N -0.57 0.87 -0.18
S -1.48 -0.79 0.12
H -0.73 0.41 -0.25
H 0.42 -0.81 0.87
H -0.57 1.77 -1.11
H -0.52 1.14 -0.89
H 1.12 0.59 0.05
H 0.35 -1.22 0.34
H 0.29 0.11 -0.14

Record 2
Formula: C5H4O
Source: OMol25
Level of theory: ωB97M-V/def2-TZVPD

Maximum force in eV/A: 4.3
Multiplicity: 3
Energy relative to the best compared isomer or geometry (same formula, charge and spin) in kcal/mol: 54.05
LUMO energy (alpha / beta) in eV: 1.052 / -1.510

Each line ends with the Mulliken spin population.
Element x y z (Å)
1 C -0.59619 1.10304 -0.04915  -0.13
2 C -0.50065 0.75562 1.27547  0.30
3 C -0.25868 -0.11892 -0.76408  0.75
4 C 0.03260 -1.09608 0.24880  0.88
5 C 0.78310 -1.08567 -1.11391  0.06
6 O -0.14653 -0.53253 1.47038  0.02
7 H -0.90107 2.12057 -0.37123  0.00
8 H -0.68816 1.47328 2.11374  0.01
9 H 0.42355 -1.87835 -1.71825  0.05
10 H 1.85204 -0.74096 -1.09176  0.04

Force components x, y, z for each atom (eV/Å):
C 0.62 -0.33 0.13
C -0.87 2.52 -0.78
C -2.48 1.98 -0.87
C -1.85 -2.14 -0.74
C 2.96 2.30 2.09
O 1.57 -0.35 1.96
H 0.46 -1.07 -0.03
H 0.44 -1.34 -0.55
H 0.15 -0.84 -0.62
H -1.00 -0.74 -0.60

Record 3
Formula: C2H6O2SSi
Source: OMol25
Level of theory: ωB97M-V/def2-TZVPD

Maximum force in eV/A: 5.2
Energy relative to the best compared isomer or geometry (same formula, charge and spin) in kcal/mol: 73.26
LUMO energy (alpha / beta) in eV: 0.267 / 0.146

Each line ends with the Löwdin charge.
Element x y z (Å)
1 C -0.35602 1.50824 0.49365  -0.44
2 C 1.95192 0.29646 0.40572  -0.51
3 O -0.67451 2.52854 0.87810  0.18
4 O -0.76758 0.71579 -0.40663  -0.23
5 Si -1.69138 -0.57364 -0.58741  0.56
6 S 2.07665 -1.09159 -0.56649  0.69
7 H 1.84661 0.24906 1.48525  0.01
8 H 2.19895 1.25481 -0.04744  0.01
9 H -1.37154 -1.70752 0.37806  -0.05
10 H -3.19799 -0.11760 -0.23537  -0.03
11 H -1.61518 -0.95215 -1.94343  -0.07
12 H 1.60006 -2.11040 0.14598  -0.14

Force components x, y, z for each atom (eV/Å):
C 3.83 -3.42 0.58
C -0.95 0.92 1.30
O -1.65 4.07 1.24
O -0.44 0.52 -1.97
Si -3.42 -1.39 1.84
S 0.24 -0.04 -1.25
H 0.36 -0.05 -0.30
H 0.24 -0.49 0.04
H 0.08 0.67 -0.54
H 1.68 -0.60 -0.43
H 0.21 -0.38 -1.15
H -0.17 0.20 0.64

Record 4
Formula: C4H6BiO2
Source: OMol25
Level of theory: ωB97M-V/def2-TZVPD

Maximum force in eV/A: 5.4
Multiplicity: 2
Energy relative to the best compared isomer or geometry (same formula, charge and spin) in kcal/mol: 7.10
LUMO energy (alpha / beta) in eV: -11.091 / -11.094
Total charge: +2

Each line ends with the Mulliken spin population.
Element x y z (Å)
1 H 2.83497 -1.29011 0.80334  0.00
2 O 1.55061 -1.57245 2.64658  0.00
3 C 1.99244 -0.94195 1.73579  0.00
4 C 1.49538 -0.49992 0.47870  0.00
5 C 1.89686 0.74730 -0.24350  0.01
6 C 2.88644 1.67197 0.48125  0.00
7 O 2.89945 2.93930 -0.05475  0.04
8 Bi 1.91651 4.51138 -0.28650  0.95
9 H 0.49875 -0.90310 0.25584  0.00
10 H 0.99582 1.31202 -0.52669  0.00
11 H 2.36977 0.42706 -1.18756  0.00
12 H 3.89306 1.21439 0.41613  0.00
13 H 2.61618 1.69724 1.55676  0.00

Force components x, y, z for each atom (eV/Å):
H -0.55 -0.57 -0.73
O 3.02 1.80 -1.61
C -4.90 -1.89 1.06
C 1.11 2.46 1.91
C 1.09 -0.30 -0.70
C 0.30 -1.88 1.33
O 1.59 -2.60 0.11
Bi -1.81 3.82 -0.63
H 0.78 -1.25 -0.45
H -0.13 -0.54 0.14
H -0.42 0.23 -0.08
H -0.27 0.49 -0.02
H 0.18 0.23 -0.34